Below is C5H7NO as an isolated structure, with properties calculated with ωB97M-V with the def2-TZVPD basis set.

Properties
E_LUMO in eV: 0.62
HOMO in eV: -8.855
Net charge: 0

Structure (XYZ):
```
14
Properties=species:S:1:pos:R:3:forces:R:3
C -1.80190 0.58479 -0.14648 -0.026 0.033 -0.013
C -0.38658 0.25066 -0.47730 -0.097 0.181 0.107
C 0.67277 1.02622 -0.06493 -0.433 0.325 -0.395
N 1.96654 0.33041 -0.41435 0.150 -0.138 0.107
C 1.22439 -0.59986 0.30787 0.210 -0.225 0.061
O 1.20401 -0.46639 1.60964 -0.001 0.116 -0.016
C 0.12978 -1.16920 -0.58458 0.015 -0.104 -0.010
H -2.47019 0.34452 -0.98181 0.102 0.023 0.110
H -1.89653 1.64907 0.08938 0.023 -0.151 -0.031
H -2.14167 0.00343 0.72201 0.043 0.067 -0.114
H 0.84496 0.74343 1.37736 0.055 -0.274 0.176
H 2.67789 0.72659 0.19557 -0.069 -0.028 -0.045
H -0.51555 -1.89229 -0.08438 0.087 0.116 -0.084
H 0.49209 -1.53135 -1.54799 -0.061 0.058 0.146
```
Positions in Å, forces in eV/Å.

Here are the Mulliken charges for atoms 1 to 8, given in e: -1.228 0.648 -0.734 -0.473 0.950 -0.607 -0.779 0.333


Below is C5H7NO as an isolated structure, with properties calculated with ωB97M-V with the def2-TZVPD basis set.

Properties
E_LUMO in eV: 1.09
HOMO in eV: -9.180
Net charge: 0

Structure (XYZ):
```
14
Properties=species:S:1:pos:R:3:forces:R:3
N -0.88076 2.13436 -1.10408 0.380 -0.536 0.305
C -0.38314 1.20902 -0.48328 -1.476 -0.636 0.464
O -1.45056 -0.21886 0.10031 0.349 1.672 0.220
C -0.65601 -0.78418 1.12846 -0.007 0.343 0.191
C 0.76961 -0.65347 0.60875 -0.015 0.076 0.389
C 0.72986 -0.76802 -0.86656 -0.395 -0.269 0.115
C 0.90062 0.61486 -0.18060 -0.472 0.072 0.056
H -1.85807 2.19595 -1.36343 0.073 -0.167 0.392
H -0.87454 -1.85140 1.32768 -0.264 0.426 -0.378
H -0.81992 -0.21979 2.04764 0.158 -0.064 0.185
H 1.61469 -0.94776 1.21970 -0.080 -0.033 -0.076
H -0.53912 -0.82711 -0.91660 3.072 -0.476 -1.463
H 1.63390 -1.09641 -1.39600 -0.848 -0.174 -0.012
H 1.81347 1.21281 -0.12201 -0.474 -0.233 -0.386
```
Positions in Å, forces in eV/Å.

Here are the Mulliken charges for atoms 1 to 8, given in e: -0.600 0.657 -0.631 -0.439 -0.143 -0.852 -0.371 0.300


Below is one molecule with the formula C5H7NO, with properties calculated with ωB97M-V with the def2-TZVPD basis set.

Properties
E_LUMO in eV: 0.81
HOMO in eV: -8.923
Net charge: 0
SMILES: [H]/N=C/[C@@]1(C)CC1=O

Structure (XYZ):
```
14
Properties=species:S:1:pos:R:3:forces:R:3
H 2.70591 1.33872 -0.38136 0.173 0.208 -0.099
N 1.99783 0.62104 -0.46619 0.011 0.444 -0.012
C 0.87480 1.02849 -0.03412 0.296 -0.320 0.022
C -0.21655 0.03770 0.08893 0.032 -0.144 0.253
C -1.64144 0.55932 0.07022 0.047 -0.088 0.185
C 0.10097 -1.33493 -0.54972 0.114 -0.448 -0.195
C 0.44538 -1.17208 0.82870 -0.483 -0.629 0.496
O 0.93460 -1.71191 1.77450 -0.369 0.989 -0.123
H 0.68548 2.03128 0.38456 0.045 -0.236 -0.193
H -1.93921 0.82851 -0.95608 0.209 -0.111 0.264
H -1.74137 1.45545 0.69061 0.000 -0.132 -0.010
H -2.35160 -0.18675 0.43222 0.065 0.059 0.012
H -0.74876 -2.00811 -0.61792 -0.165 0.177 -0.281
H 0.89397 -1.48671 -1.26433 0.025 0.232 -0.319
```
Positions in Å, forces in eV/Å.

Here are the Mulliken charges for atoms 1 to 8, given in e: 0.239 -0.557 -0.367 0.829 -1.394 -0.611 0.405 -0.526


Below is one molecule with the formula C5H7NO, with properties calculated with ωB97M-V with the def2-TZVPD basis set.

Properties
E_LUMO (alpha / beta) in eV: -0.73 / -0.72
HOMO (alpha / beta) in eV: -8.799 / -8.797
Net charge: 0

Structure (XYZ):
```
14
Properties=species:S:1:pos:R:3:forces:R:3
N -1.42093 -1.35141 1.83851 0.106 0.135 -0.451
C -0.73756 -1.02486 0.80818 0.038 -0.135 0.498
O -1.29608 -0.66286 -0.37982 0.169 -0.088 0.144
C -0.34150 -0.10046 -1.29024 0.044 0.161 -0.193
C 0.41573 1.02924 -0.60180 -0.015 -0.060 0.030
C 1.24075 0.35763 0.51548 0.025 -0.094 0.157
C 0.70833 -0.93721 1.04740 -0.208 0.470 -0.271
H -2.40988 -1.12962 1.68970 0.073 0.027 0.018
H -0.90969 0.20493 -2.17292 0.107 -0.017 0.218
H -0.29198 1.77183 -0.20873 0.100 -0.218 -0.089
H 1.06665 1.54208 -1.32001 -0.093 -0.103 0.140
H 1.30917 0.97494 1.43573 0.008 -0.166 -0.196
H 2.28934 0.20648 0.21656 -0.216 0.035 0.126
H 0.37766 -0.88070 -1.57803 -0.137 0.052 -0.131
```
Positions in Å, forces in eV/Å.

Here are the Mulliken charges for atoms 1 to 8, given in e: -0.668 0.826 -0.414 -0.496 -0.461 -0.323 -0.665 0.270


Below is one molecule with the formula C5H7NO, with properties calculated with ωB97M-V with the def2-TZVPD basis set.

Properties
E_LUMO (alpha / beta) in eV: 0.41 / 0.76
HOMO (alpha / beta) in eV: -6.974 / -7.328
Net charge: 0

Structure (XYZ):
```
14
Properties=species:S:1:pos:R:3:forces:R:3
C -2.20960 -0.98344 0.35519 -0.400 -0.428 0.308
N -1.53884 0.08341 -0.03760 -0.136 0.401 -0.175
C -0.23000 -0.06483 -0.33424 0.137 0.107 -0.015
C 0.87944 -0.06013 0.71162 0.228 -0.491 0.438
C 1.87883 -0.08120 -0.44784 0.304 -0.057 -0.109
C 0.79041 0.97683 -0.73423 0.011 0.314 -0.538
O 0.92252 1.42771 0.67590 -0.213 0.085 0.150
H -3.12429 -0.88898 0.91803 -0.087 0.122 -0.120
H -1.77554 -1.94003 0.11279 -0.030 0.018 0.215
H -2.03815 0.97572 -0.11531 0.226 -0.168 -0.073
H 0.93136 -0.52292 1.70025 -0.040 0.000 -0.215
H 1.87552 -0.98079 -1.06508 0.113 0.163 0.020
H 2.86407 0.32502 -0.21815 -0.087 -0.021 -0.049
H 0.77429 1.73364 -1.52133 -0.026 -0.045 0.164
```
Positions in Å, forces in eV/Å.

Here are the Mulliken charges for atoms 1 to 8, given in e: -0.503 0.037 -0.247 -0.275 -0.504 -0.347 -0.505 0.276


Below is one molecule with the formula C5H7NO, with properties calculated with ωB97M-V with the def2-TZVPD basis set.

Properties
E_LUMO in eV: 0.83
HOMO in eV: -9.634
Net charge: 0
SMILES: [H]/N=C1\C=C(C)CO1

Structure (XYZ):
```
14
Properties=species:S:1:pos:R:3:forces:R:3
H -0.48679 -1.43855 2.55141 0.398 -0.285 0.264
N -0.65055 -1.96230 1.69696 0.574 -0.077 0.116
C 0.10159 -1.53928 0.77236 -0.610 -0.114 0.550
C 0.91229 -0.29016 0.66996 -0.093 0.091 -0.096
C 0.31135 0.37145 -0.32320 0.011 -0.009 0.194
C 0.45106 1.79022 -0.75743 0.002 0.026 0.007
C -0.77670 -0.57259 -0.83652 -0.224 0.142 -0.091
O -0.26925 -1.86731 -0.51498 0.188 -0.229 -0.057
H 1.68650 0.03900 1.35705 -0.270 -0.046 -0.131
H 1.04307 2.36752 -0.04137 -0.063 -0.086 -0.159
H -0.54314 2.24534 -0.83082 0.145 0.011 -0.015
H 0.91976 1.86488 -1.74565 -0.088 -0.038 0.119
H -1.07593 -0.50877 -1.88730 0.156 0.031 0.272
H -1.62327 -0.49944 -0.11047 -0.128 0.581 -0.973
```
Positions in Å, forces in eV/Å.

Here are the Mulliken charges for atoms 1 to 8, given in e: 0.233 -0.645 0.709 -0.761 0.742 -1.159 -0.750 -0.373


Below is C5H7NO as an isolated structure, with properties calculated with ωB97M-V with the def2-TZVPD basis set.

Properties
E_LUMO in eV: 0.77
HOMO in eV: -9.378
Net charge: 0

Structure (XYZ):
```
14
Properties=species:S:1:pos:R:3:forces:R:3
O 1.98245 -0.71432 -1.04929 -0.340 0.031 0.388
C 1.15717 -0.59275 -0.17380 0.198 -0.062 -0.187
C 0.08161 0.44936 -0.22848 0.171 -0.036 -0.228
C -1.37042 0.15413 0.02615 -0.258 0.021 -0.271
C -1.55209 -0.89202 1.09547 0.082 0.000 0.124
C -0.75974 -0.17293 1.89355 -0.029 -0.205 0.163
N -0.58611 0.96423 0.98490 0.092 0.184 0.186
H 2.14056 0.92392 -2.70685 -0.080 0.052 -0.097
H 1.17545 -1.24660 0.71514 -0.011 0.046 -0.103
H 0.27922 1.23102 -0.96041 -0.047 -0.159 0.085
H -2.14593 0.61611 -0.57925 0.179 -0.074 0.067
H 1.77281 1.34160 -3.20158 0.072 0.048 -0.026
H -2.08351 -1.83321 1.15025 0.131 0.140 -0.007
H -0.25015 -0.28529 2.84409 -0.159 0.016 -0.095
```
Positions in Å, forces in eV/Å.

Here are the Mulliken charges for atoms 1 to 8, given in e: -0.424 -0.126 0.268 -0.091 -0.251 -0.573 -0.476 -0.145


Below is C5H7NO as an isolated structure, with properties calculated with ωB97M-V with the def2-TZVPD basis set.

Properties
E_LUMO in eV: 0.76
HOMO in eV: -7.591
Net charge: 0

Structure (XYZ):
```
14
Properties=species:S:1:pos:R:3:forces:R:3
C 0.76358 0.85185 1.65041 0.020 0.033 0.033
C 0.49215 -0.24070 0.61714 0.125 -0.006 0.003
C -0.93311 -0.23380 0.08177 -0.039 -0.009 0.123
C -0.97439 -0.40024 -1.41802 -0.096 -0.059 0.537
O -1.90594 -0.57948 -2.14030 1.693 0.249 0.342
C 1.52365 -0.12900 -0.54412 -0.132 -0.018 -0.643
N 0.96666 -0.21084 -1.66357 -3.377 -0.363 1.049
H 1.80698 0.81211 1.97496 -0.145 0.006 -0.047
H 0.11589 0.73886 2.52677 0.090 0.003 -0.139
H 0.58102 1.84360 1.21962 0.032 -0.142 0.047
H 0.70963 -1.21476 1.07550 0.028 0.138 -0.097
H -1.54812 -1.03390 0.49538 -0.012 0.097 0.044
H -1.43273 0.72174 0.27676 0.020 -0.096 0.035
H 0.66290 -0.23551 -2.59951 1.793 0.167 -1.286
```
Positions in Å, forces in eV/Å.

Here are the Mulliken charges for atoms 1 to 8, given in e: -1.438 0.607 -0.667 0.326 -0.464 -0.568 -0.142 0.376


Below is one molecule with the formula C5H7NO, with properties calculated with ωB97M-V with the def2-TZVPD basis set.

Properties
E_LUMO in eV: 0.98
HOMO in eV: -8.247
Net charge: 0
SMILES: Cc1cc(N)co1

Structure (XYZ):
```
14
Properties=species:S:1:pos:R:3:forces:R:3
C -1.69021 -1.61648 -0.17008 0.162 -0.191 0.192
C -0.41738 -0.91191 0.23560 0.112 0.509 -0.772
C 0.10179 0.03744 -0.58402 -0.368 0.103 -0.519
C 1.06120 0.84675 0.07328 -0.051 -0.634 0.215
N 1.44862 2.01205 -0.56560 0.221 -0.204 0.241
C 1.40794 0.19106 1.23862 -2.737 -1.494 0.044
O 0.23412 -1.00310 1.37590 1.459 1.785 -0.685
H -1.63492 -2.70526 -0.15882 0.076 0.013 0.138
H -1.91641 -1.29036 -1.19489 0.087 -0.193 0.331
H -2.53837 -1.30312 0.45188 0.287 -0.092 0.049
H -0.15435 0.17065 -1.61357 -0.375 0.194 -0.335
H 0.76503 2.37781 -1.21835 0.341 -0.182 0.250
H 2.02345 2.71026 -0.12361 -0.111 -0.227 0.202
H 1.30949 0.48420 2.25365 0.897 0.614 0.649
```
Positions in Å, forces in eV/Å.

Here are the Mulliken charges for atoms 1 to 8, given in e: -1.023 0.295 -0.206 0.641 -0.471 -0.658 -0.428 0.307


| no. | largest force on an atom (eV Å⁻¹) |
| --- | --- |
| 1 | 0.67 |
| 2 | 3.44 |
| 3 | 1.06 |
| 4 | 0.58 |
| 5 | 0.70 |
| 6 | 1.14 |
| 7 | 0.52 |
| 8 | 3.55 |
| 9 | 3.12 |